Entry 1
The following is a DFT calculation (the ωB97M-V functional and the def2-TZVPD basis) of 2 unconnected molecules or ions with the total composition C6H12O.

Summary:
**LUMO energy (alpha / beta)**: -5.350 / -7.284 eV
**2S+1**: 2
**Charge**: +1
**⟨S²⟩**: 0.78

Element x y z (Å)
H (-1.340, -1.838, -2.322)
H (-1.837, -3.568, -0.693)
H (-2.535, 0.080, -2.208)
H (0.674, 1.809, -0.013)
C (-0.372, 1.494, 0.084)
H (-2.173, 1.901, -1.934)
H (4.429, 3.100, 4.699)
C (-0.136, -0.707, -1.019)
H (4.920, 2.308, 3.630)
H (-0.708, -2.905, 0.486)
C (-0.851, -3.083, -0.597)
O (4.378, 3.090, 3.733)
C (-0.782, 0.581, -1.005)
H (-0.399, 1.085, 1.112)
H (-1.044, 2.308, 0.256)
H (-0.121, -3.864, -0.850)
H (0.603, -0.786, -0.233)
C (-1.938, 0.847, -1.728)
C (-0.768, -1.854, -1.397)

Entry 2
The following is a DFT calculation (the ωB97M-V functional and the def2-TZVPD basis) of 2 unconnected molecules or ions with the total composition C6H12O.

Summary:
**LUMO energy (alpha / beta)**: -5.856 / -8.787 eV
**2S+1**: 2
**Charge**: +1
**⟨S²⟩**: 0.75

Element x y z (Å)
O (-1.737, 6.332, 2.117)
C (1.858, -2.335, -0.753)
C (-0.328, -0.823, -0.630)
H (-1.533, 5.371, 2.021)
H (2.833, -2.403, -1.268)
C (0.147, 0.391, 0.184)
H (1.405, -0.655, -1.944)
H (0.768, 0.180, 0.962)
C (1.453, -3.107, 0.308)
C (0.813, -1.433, -1.500)
H (2.115, -3.462, 1.192)
H (-2.318, -0.547, 0.144)
H (0.435, -3.458, 0.242)
H (0.767, 1.074, -0.488)
H (0.341, -1.997, -2.235)
H (-0.583, 1.066, 0.617)
H (-2.100, -2.000, -0.976)
H (-1.926, 6.403, 3.147)
C (-1.663, -1.065, -0.667)

Stability ranking, top and bottom: entry 1 is the most stable and entry 2 is the least stable.

Entry 1
The following is a DFT calculation (the ωB97M-V functional and the def2-TZVPD basis) of a gas-phase ion, C11H12NO (charge +1).

Summary:
**LUMO energy**: -3.613 eV
**Charge**: +1

Element x y z (Å)
H (1.329, 3.114, -1.444)
H (3.267, 2.735, -0.576)
H (-2.171, 1.663, -0.365)
H (-3.068, -0.815, -2.227)
O (-2.043, -0.570, -0.330)
H (-3.633, 0.698, -0.147)
C (-0.495, -1.900, 1.019)
H (-1.719, 0.286, -2.202)
C (-2.633, 0.683, 0.135)
C (1.805, -1.250, 1.425)
C (2.608, 1.981, -0.227)
C (-2.112, -0.714, -1.780)
H (-1.650, -1.580, -2.057)
C (-0.767, -0.829, 0.287)
H (-2.224, 0.761, 1.227)
N (0.307, 1.418, -0.633)
H (0.868, -3.114, 1.905)
C (1.352, 2.173, -0.842)
C (0.494, 0.311, 0.122)
H (-1.404, -2.518, 1.101)
C (1.700, -0.029, 0.748)
H (2.860, -1.525, 1.872)
C (2.839, 0.791, 0.481)
H (3.685, 0.386, 0.986)
C (0.804, -2.156, 1.522)

Entry 2
The following is a DFT calculation (the ωB97M-V functional and the def2-TZVPD basis) of a gas-phase ion, C11H12NO (charge +1).

Summary:
**LUMO energy**: -4.449 eV
**Charge**: +1
**SMILES string**: C[N@@H+]1C=CC(CO)=C2C=CC#C[C@H]21

Element x y z (Å)
H (-0.236, -2.143, -0.672)
H (-2.506, 2.208, -0.503)
H (0.221, -2.779, 2.282)
C (1.026, 0.903, -1.843)
H (1.537, -2.776, 1.138)
O (-1.499, 2.471, -2.128)
C (-0.914, 0.872, -0.370)
H (-0.903, 3.017, -0.097)
H (-1.816, 3.358, -2.392)
H (1.614, -1.618, 2.567)
H (0.595, 1.878, -2.210)
H (2.692, 0.917, -3.051)
N (0.427, -1.113, 1.048)
C (0.413, -1.420, -0.420)
C (2.452, -0.733, -1.578)
H (-1.554, -1.402, 2.056)
C (0.055, 0.250, -0.991)
C (2.246, 0.494, -2.203)
H (-2.658, 0.331, 0.933)
C (-1.474, 2.206, -0.701)
C (1.020, -2.197, 1.902)
C (-0.981, -0.877, 1.341)
H (0.907, -0.275, 1.074)
C (-1.655, 0.081, 0.640)
C (1.771, -1.540, -0.956)

Stability ranking, top and bottom: entry 1 is the most stable and entry 2 is the least stable.

Entry 1
The following is a DFT calculation (the ωB97M-V functional and the def2-TZVPD basis) of 3 unconnected molecules or ions with the total composition C4H4N2.

Summary:
**LUMO energy**: 1.227 eV
**Charge**: 0
**SMILES string**: C#C.C#C.N#N

Element x y z (Å)
C (1.234, 1.018, 0.012)
C (-1.873, -0.048, 0.224)
N (0.576, -2.145, -0.107)
H (-2.519, -0.855, 0.452)
C (1.873, 0.028, -0.222)
C (-1.283, 0.954, -0.071)
H (-1.052, 1.951, -0.342)
H (2.562, -0.756, -0.396)
H (0.955, 2.015, 0.225)
N (-0.473, -2.162, 0.226)

Entry 2
The following is a DFT calculation (the ωB97M-V functional and the def2-TZVPD basis) of a single C4H4N2 molecule.

Summary:
**LUMO energy**: 1.264 eV
**Charge**: 0
**SMILES string**: c1cn2ccn12

Element x y z (Å)
N (0.788, -0.677, 0.104)
H (-1.942, -0.623, -1.319)
C (-0.301, 0.560, 1.246)
H (1.833, 1.195, 0.894)
H (0.868, -0.379, -2.157)
C (-0.968, -0.548, -0.859)
C (0.299, -0.519, -1.246)
C (0.955, 0.564, 0.823)
H (-0.901, 1.103, 1.961)
N (-0.632, -0.677, 0.552)

Entry 3
The following is a DFT calculation (the ωB97M-V functional and the def2-TZVPD basis) of a single C4H4N2 molecule.

Summary:
**LUMO energy (alpha / beta)**: -0.249 / -0.249 eV
**Charge**: 0

Element x y z (Å)
H (-0.849, 1.050, -1.738)
N (0.056, 0.835, -1.325)
C (-0.144, 0.269, 1.070)
C (0.023, -1.522, -0.641)
H (0.505, 1.695, -1.032)
H (-0.462, 1.022, 3.199)
C (0.013, -0.126, -0.300)
H (1.197, -1.226, -0.526)
C (-0.308, 0.680, 2.196)
N (-0.031, -2.677, -0.903)

Stability ranking, top and bottom: entry 1 is the most stable and entry 3 is the least stable.